16
Properties=species:S:1:pos:R:3:forces:R:3:mulliken_charge:R:1 method="wB97M-V/def2-TZVPD" homo_lumo_gap_ev=10.722 max_force_ha_per_bohr=0.0860 e_tot_ha=-437.924637 de_lowest_ev=3.895
C -0.407624 4.557542 0.853391 0.009 0.239 0.013 -1.3586
C -0.457231 3.226979 0.257243 -0.105 -1.168 -0.272 1.4633
C -0.514138 2.103492 -0.189742 0.176 1.155 0.301 -1.3362
C -0.579988 0.766015 -0.739630 -0.249 0.299 0.247 1.1405
C -0.809657 0.554836 -2.185285 -0.319 -0.077 -0.052 -0.5520
O 0.471762 0.359326 -1.611486 0.237 0.045 0.144 -0.4596
C -1.025154 -0.304523 0.213791 1.103 -4.219 0.746 0.1389
N -2.166459 -0.746336 0.481453 0.206 -1.562 0.963 -0.6758
H -1.015228 4.589874 1.768383 0.172 -0.019 -0.256 0.3018
H 0.625709 4.825342 1.112779 -0.281 -0.059 -0.066 0.2987
H -0.796767 5.308617 0.152222 0.116 -0.180 0.211 0.3059
H -1.320619 -0.352736 -2.517241 0.128 0.258 0.164 0.2792
H -0.909171 1.436139 -2.822132 0.044 -0.208 0.183 0.3136
O -0.018254 -1.297430 0.682415 0.158 3.203 -1.311 -0.5473
H 0.840046 -0.898165 0.462423 0.126 -0.516 0.117 0.3454
H -1.880979 -1.717495 0.993149 -1.520 2.810 -1.133 0.3423


23
Properties=species:S:1:pos:R:3:forces:R:3:mulliken_charge:R:1 method="wB97M-V/def2-TZVPD" homo_lumo_gap_ev=9.463 max_force_ha_per_bohr=0.0915 e_tot_ha=-512.990901 charge=+1 de_lowest_ev=6.079
C -3.743080 -0.544626 0.043270 0.596 -1.578 0.214 -0.2724
C -2.636045 -1.399839 -0.015023 -0.284 3.774 0.192 -0.2593
C -2.450314 1.405588 -0.175602 1.891 -2.809 0.417 -0.5577
C -1.371671 0.520873 -0.104571 1.214 -1.277 -0.090 0.6982
C 1.451951 -0.340120 1.402084 -0.422 2.398 -0.451 -0.9101
C 2.760241 1.051732 -0.224799 -1.512 2.663 1.406 -0.8124
C 1.400001 -0.780322 -1.012521 0.619 -0.393 -3.771 -0.8646
N -3.550125 0.733303 -0.046837 -2.219 1.648 -0.085 -0.3899
N -1.489183 -0.740524 -0.043551 1.995 1.293 -0.130 -0.0852
N 1.519625 0.244314 0.027636 0.757 -0.084 -0.869 0.2792
O 0.579398 1.207058 -0.128259 -4.697 0.204 -0.161 -0.5590
H -4.736852 -0.923750 0.217512 -0.256 0.063 -0.185 0.4007
H -2.582478 -2.408952 -0.011954 -0.282 -3.071 0.049 0.5346
H -2.408643 2.413946 -0.302715 -0.011 2.675 -0.270 0.5175
H 0.616535 -0.995241 1.541149 0.156 -0.871 -0.306 0.3743
H 2.449957 -0.578740 1.574139 1.356 -1.616 0.879 0.4497
H 1.244279 0.529850 2.010571 0.010 0.216 0.294 0.3575
H 2.967867 1.532557 0.748493 0.338 -0.240 -0.578 0.3887
H 3.476986 0.388948 -0.538441 2.054 -1.250 -0.693 0.3258
H 2.542054 1.904273 -0.949328 0.137 -1.623 0.754 0.3070
H 1.070792 -0.287605 -2.009519 0.642 -0.587 1.866 0.3267
H 2.233205 -1.509301 -1.292126 -0.233 1.667 1.065 0.3220
H 0.655504 -1.423416 -0.709604 -1.849 -1.201 0.453 0.4288


44
Properties=species:S:1:pos:R:3:forces:R:3:mulliken_charge:R:1 method="wB97M-V/def2-TZVPD" smiles="CCC/C=C/C=C/O.O.O.O.O.O.O.O.O" homo_lumo_gap_ev=8.915 max_force_ha_per_bohr=0.0452 e_tot_ha=-960.554976 de_lowest_ev=3.415
C 3.773415 -1.303751 -0.293989 -1.996 0.218 -0.256 -0.9049
C 3.226326 -2.291410 -1.329313 0.992 -1.608 0.118 -0.4507
C 2.366619 -1.695904 -2.443768 1.688 1.207 -1.044 -1.0166
C 0.880884 -1.683184 -2.361759 0.531 0.130 0.479 -0.1735
C 0.229099 -0.873188 -1.526222 -0.215 -1.146 -1.822 -0.3240
C -1.256976 -0.878764 -1.459613 1.978 0.640 0.692 0.4532
C -2.027446 -0.538823 -2.481851 -0.943 -0.063 0.329 0.0409
O -3.339109 -0.218097 -2.408243 -0.382 -0.189 -0.680 -0.5057
H 4.038441 -0.388189 -0.822366 0.618 -0.006 0.196 0.3144
H 4.513423 -1.679183 0.402533 0.296 -0.067 -0.263 0.3903
H 2.888199 -1.042883 0.296794 0.146 0.268 0.359 0.0436
H 2.728598 -3.140611 -0.857494 -0.479 0.262 0.359 0.3639
H 4.077983 -2.848299 -1.747955 0.001 0.501 -0.407 0.3519
H 2.712404 -2.076313 -3.407909 -0.348 -0.688 0.070 0.4204
H 2.762103 -0.672335 -2.593641 -0.466 0.086 0.395 0.3849
H 0.377981 -2.359170 -3.043162 -0.351 -0.091 0.277 0.4295
H 0.847627 -0.159593 -0.987299 -0.421 0.038 0.428 0.3053
H -1.489632 -1.026168 -0.415217 -1.480 0.377 -0.119 -0.8071
H -1.766303 -0.512085 -3.529961 0.785 0.273 0.131 0.4338
H -3.704875 -0.377040 -1.544172 -0.126 -0.178 0.706 0.2776
H 2.285999 1.286331 0.901769 -0.184 0.043 -0.100 0.3133
H 2.411889 1.214397 2.391343 -0.188 0.168 0.235 0.3614
O 1.828333 1.561004 1.705898 -0.071 -0.536 -0.476 -0.6890
H -0.725652 -2.762719 0.782372 -0.273 -0.630 -0.551 0.2996
H -2.043948 -3.336633 1.494055 0.019 -0.308 -0.759 0.3124
O -1.267286 -2.789265 1.567491 0.444 0.831 1.131 -0.6169
H -0.289301 0.873223 1.270006 -0.014 0.689 0.703 0.2623
H -0.769301 -0.463091 1.321566 -0.619 -0.467 0.823 0.2556
O -0.894380 0.354504 1.824382 0.670 -0.111 -1.137 -0.5146
H 2.774506 3.539076 1.943921 -0.024 -0.093 0.181 0.3482
H 4.032745 2.870333 1.484571 0.221 0.037 -0.019 0.2869
O 3.672973 3.347031 2.235875 0.317 0.436 0.023 -0.6129
H -3.633794 -1.080654 0.848375 -0.117 0.233 0.059 0.2736
H -4.062397 -2.303616 1.540495 -0.320 -0.169 0.130 0.2753
O -4.254156 -1.815366 0.735675 0.416 0.158 -0.051 -0.5971
H -3.301989 1.571120 2.567079 -0.545 -0.190 -0.664 0.1663
H -4.551731 1.162977 1.697664 0.030 0.493 0.201 0.2910
O -3.788393 0.842519 2.181688 -0.137 -1.047 -0.011 -0.5366
H -1.450596 3.617489 -1.044335 -0.098 -0.119 0.175 0.3154
H -0.444385 4.233538 -1.975021 0.160 0.093 -0.141 0.2940
O -0.506074 3.768357 -1.138352 -0.047 -0.021 0.017 -0.6044
H -2.507727 2.708238 3.028047 -0.112 0.121 0.417 0.3673
H -1.709549 3.807099 2.588158 -0.120 0.596 -0.359 0.3277
O -2.644537 3.559081 2.601878 0.764 -0.169 0.227 -0.6059